1.
Computed, not measured: a single C11H10O molecule, with the ωB97M-V functional and the def2-TZVPD basis.

XYZ file:
```
22
Properties=species:S:1:pos:R:3:forces:R:3
C -2.960659 0.727584 -0.585253 -2.313 -0.482 -0.230
C -1.738496 0.515266 -0.235205 3.477 0.258 -0.770
C -0.756651 1.486573 0.386735 0.570 0.938 -0.011
C 0.601742 0.837406 0.252849 0.545 -0.007 -0.581
C 1.868602 1.368732 0.511756 -0.185 -0.035 -0.245
C 2.981794 0.573056 0.455163 2.176 -1.841 -0.310
C 2.863858 -0.836797 0.277055 0.906 -0.533 -1.803
C 1.612342 -1.341125 -0.107674 -0.571 1.387 0.243
C 0.513087 -0.476308 -0.191887 -0.447 0.642 0.562
C -0.907308 -0.721191 -0.676652 -1.269 -1.041 0.019
C -1.678325 -1.901283 0.068357 3.037 2.179 -0.700
O -1.366795 -2.325415 1.127315 0.758 -0.433 1.463
H -3.542593 -0.033448 -1.086685 0.050 -0.158 -0.188
H -3.544518 1.571558 -0.301903 -0.039 0.785 0.166
H -0.898520 1.432899 1.443204 -0.462 0.445 1.075
H -0.791715 2.584399 0.090362 -0.204 -1.462 0.114
H 2.065506 2.406009 0.626549 -0.356 0.893 0.315
H 4.053201 0.965731 0.438715 -1.783 -0.223 0.414
H 3.804409 -1.504901 0.062439 -1.895 1.416 0.967
H 1.347375 -2.333474 -0.356891 0.638 -1.205 -0.223
H -1.007020 -0.739740 -1.816574 0.254 -0.560 1.505
H -2.519317 -2.255537 -0.381767 -2.885 -0.961 -1.781
```
Positions in Å, forces in eV/Å.

The SMILES is C=C1Cc2ccccc2[C@H]1C=O. The calculation puts the LUMO energy at 0.79 eV. The maximum force is 3.8 eV/A. For the energy above the lowest of the compared OMol25 structures with the same formula, charge and spin, the calculation gives 1.893 eV. As for the HOMO-LUMO gap: 9.6 eV.

These are the Mulliken partial charges, in e, on atoms 1 to 8:
1 C -1.133
2 C 0.193
3 C -0.746
4 C 0.288
5 C -0.635
6 C -0.236
7 C -0.643
8 C -0.496


2.
Computed, not measured: 3 unconnected molecules or ions with the total composition C31H26BO11P2S, with the ωB97M-V functional and the def2-TZVPD basis.

XYZ file:
```
72
Properties=species:S:1:pos:R:3:forces:R:3
O -1.655918 0.220394 1.073778 -0.001 -0.210 -0.016
P -1.998461 -1.210308 0.938130 0.081 0.557 0.374
O -2.321899 -1.548061 -0.590138 -0.366 0.061 -0.098
O -3.219229 -1.670691 1.824949 -0.101 -0.038 -0.251
C -0.652095 -2.295847 1.382747 -0.139 -0.275 -0.206
C -0.959176 -3.785727 1.670909 0.692 0.064 0.170
P -1.608998 -4.868788 0.324285 -0.593 0.091 -0.079
O -0.483151 -4.858110 -0.822534 0.006 0.142 -0.032
O -1.443999 -6.354780 0.889058 0.016 0.107 -0.220
S -3.431360 -4.583091 -0.291288 0.246 0.051 0.019
C 0.388773 -4.425510 2.209765 0.271 0.591 0.092
O 0.181438 -4.624564 3.560277 -0.212 -0.233 0.132
B -1.288821 -4.842445 3.759017 0.329 -0.563 -0.054
O -1.848384 -3.854364 2.741666 -0.514 0.090 -0.346
H -3.230719 -1.853354 -0.720204 0.142 -0.366 -0.007
H -3.060672 -2.568240 2.208005 0.078 -0.051 0.143
H 0.139372 -2.141218 0.642682 0.007 -0.092 0.008
H -0.298817 -1.909414 2.342135 0.145 -0.008 -0.028
H 0.285626 -4.325431 -0.587896 0.016 -0.054 0.004
H -2.235642 -6.580089 1.400334 0.161 -0.047 0.182
H 0.714862 -5.313231 1.647049 -0.310 -0.207 0.174
H 1.185900 -3.678741 2.078726 0.039 -0.067 -0.028
H -1.588427 -5.999220 3.415632 -0.108 0.100 0.065
H -1.675478 -4.633813 4.887590 0.084 0.291 -0.041
C -0.316118 0.010258 -2.521639 0.006 0.029 0.065
C 0.630410 0.974451 -2.851622 0.007 -0.009 -0.014
C 1.387916 0.847948 -4.003478 -0.020 0.039 0.055
C 1.206879 -0.252114 -4.832967 -0.004 -0.029 -0.037
C 0.264705 -1.229592 -4.496134 0.026 -0.017 -0.017
C -0.497922 -1.092558 -3.341169 0.007 0.022 0.028
C 0.068967 -2.433260 -5.352933 0.002 0.020 -0.010
O -0.755811 -3.278061 -5.086133 -0.021 -0.006 0.000
C 0.932880 -2.568362 -6.566849 0.003 0.024 0.036
C 0.807156 -3.705103 -7.356224 0.016 -0.043 -0.065
C 1.587128 -3.848224 -8.490610 -0.003 0.011 0.008
C 2.492434 -2.853515 -8.846287 -0.006 0.007 0.012
C 2.623058 -1.720875 -8.061892 0.023 -0.042 -0.058
C 1.848543 -1.576867 -6.916510 -0.012 0.011 0.032
C 2.023090 -0.357057 -6.072862 -0.002 0.001 0.000
O 2.808180 0.511563 -6.393450 0.009 0.002 0.004
H -0.909340 0.112858 -1.622116 -0.004 0.005 -0.005
H 0.774744 1.829281 -2.203090 -0.017 0.006 0.002
H 2.124178 1.592466 -4.273806 0.006 -0.015 -0.039
H -1.224487 -1.853057 -3.087158 0.023 -0.020 -0.007
H 0.096098 -4.466167 -7.065296 -0.019 0.025 0.032
H 1.490996 -4.736419 -9.101611 0.000 0.001 -0.005
H 3.097949 -2.965535 -9.736430 0.001 -0.005 -0.001
H 3.323277 -0.938621 -8.320910 -0.004 0.022 0.037
C -0.715176 6.549633 7.512869 0.003 -0.006 -0.014
C 0.290124 7.420298 7.104391 -0.001 -0.007 -0.013
C 0.902574 7.245435 5.875813 -0.012 0.044 0.062
C 0.518391 6.193705 5.051864 -0.003 -0.022 -0.029
C -0.478640 5.312761 5.467527 0.023 -0.022 -0.037
C -1.098366 5.499055 6.697386 -0.007 0.034 0.070
C -0.892065 4.151109 4.618325 -0.002 0.013 0.004
O -1.768775 3.402573 4.988905 -0.011 -0.008 -0.004
C -0.186278 3.957667 3.321076 0.015 0.020 0.019
C -0.512047 2.861141 2.531122 -0.009 -0.011 -0.013
C 0.126475 2.672053 1.315458 0.064 0.062 -0.067
C 1.084556 3.583217 0.885122 -0.007 -0.015 0.011
C 1.417573 4.676298 1.667701 0.007 -0.037 -0.052
C 0.789300 4.866165 2.891765 -0.017 -0.002 0.034
C 1.182767 6.033589 3.723460 -0.001 0.013 0.013
O 2.015413 6.834533 3.348954 0.010 -0.004 -0.007
H -1.197310 6.690907 8.471603 0.003 0.001 0.004
H 0.594116 8.236387 7.747247 -0.006 0.004 0.001
H 1.682306 7.914703 5.539003 0.000 -0.015 -0.041
H -1.874703 4.809467 6.999359 0.009 -0.030 -0.031
H -1.260678 2.153246 2.859565 -0.010 0.012 0.005
H -0.142348 1.810724 0.719422 -0.039 -0.015 0.039
H 1.578940 3.437141 -0.067443 0.009 -0.001 0.002
H 2.164219 5.389395 1.346006 0.002 0.019 0.035
```
Positions in Å, forces in eV/Å.

As for the total charge: -1. The calculation puts the LUMO energy at 0.64 eV. The maximum force is 0.7 eV/A. As for the HOMO-LUMO gap: 6.1 eV.

These are the Mulliken partial charges, in e, on atoms 1 to 8:
1 O -0.631
2 P 0.416
3 O -0.306
4 O -0.622
5 C -0.883
6 C 0.575
7 P 0.806
8 O -0.535